46
Properties=species:S:1:pos:R:3 method="wB97M-V/def2-TZVPD" energy_ev=-106239.6404 spin_multiplicity=1 max_force_ev_per_a=0.46 orbital_gap_ha=0.1885 charge=0 relative_energy_kcal_mol=9.58 e_homo_ev=-5.62
Y -0.563 -0.300 0.545
C 1.478 3.431 3.470
C 0.429 2.396 3.100
O -0.704 2.534 3.971
P 0.999 0.693 3.444
O 2.518 0.493 3.066
O 0.998 0.620 5.023
O 0.180 -0.359 2.774
P -0.145 2.490 1.356
O -0.227 4.057 1.090
O -1.503 1.835 1.357
O 0.853 1.778 0.483
H 1.802 3.300 4.505
H 1.044 4.423 3.366
H 2.341 3.357 2.809
H -1.486 2.247 3.468
H 3.172 0.851 3.677
H 0.210 1.052 5.392
H -1.049 4.313 0.650
N 2.262 -5.443 -2.727
C 2.335 -4.385 -2.286
C 2.462 -3.068 -1.725
C 3.678 -2.394 -1.771
C 3.757 -1.129 -1.217
C 2.628 -0.586 -0.631
N 1.458 -1.235 -0.585
C 1.366 -2.452 -1.130
H 4.537 -2.858 -2.237
H 4.679 -0.566 -1.239
H 2.634 0.403 -0.189
H 0.382 -2.909 -1.096
C -1.820 -1.879 -3.573
Ge -2.707 -0.949 -2.062
C -4.644 -1.140 -2.358
C -2.241 0.967 -2.350
C -2.076 -1.498 -0.344
H -2.170 -1.525 -4.546
H -1.995 -2.956 -3.515
H -0.740 -1.713 -3.516
H -4.927 -0.827 -3.365
H -5.199 -0.545 -1.633
H -4.930 -2.185 -2.228
H -2.497 1.294 -3.358
H -1.162 1.138 -2.231
H -2.767 1.601 -1.633
H -2.650 -2.367 0.000